{"formula": "C39H31BiBr4NO2SSb2", "method": "ωB97M-V/def2-TZVPD", "energy_ev": -356452.586, "homo_ev": -5.1, "charge": -1, "e_lumo_ev": 2.250, "spin_multiplicity": 1, "elements": ["Bi", "C", "C", "C", "C", "C", "H", "H", "H", "H", "H", "C", "C", "C", "Sb", "C", "C", "C", "C", "C", "C", "C", "C", "C", "C", "C", "C", "Sb", "C", "C", "C", "C", "C", "C", "C", "C", "C", "C", "C", "C", "H", "H", "H", "H", "H", "H", "H", "H", "H", "H", "H", "H", "H", "H", "H", "H", "H", "H", "H", "H", "H", "H", "H", "H", "H", "H", "Br", "C", "C", "Br", "C", "Br", "C", "O", "C", "O", "C", "Br", "S", "C", "N"], "coordinates": [[1.13313, 0.32283, 1.97898], [2.29019, 2.45739, 2.75205], [1.61746, 3.15425, 1.70684], [0.29670, 3.36269, 2.09804], [0.13537, 2.84911, 3.40819], [1.35635, 2.31372, 3.82716], [3.35362, 2.27757, 2.82115], [2.05844, 3.46591, 0.77213], [-0.47246, 3.83521, 1.50374], [-0.76672, 2.89604, 4.00195], [1.57791, 1.85788, 4.77971], [1.11387, -0.86471, -2.31542], [-0.29363, -1.46563, -2.35334], [-0.93832, -1.69969, -0.98154], [-1.86752, 0.04767, -0.07554], [-3.79143, -0.47117, -0.89755], [-4.88995, -0.80473, -0.11029], [-6.09773, -1.16985, -0.69442], [-6.22469, -1.20639, -2.07497], [-5.14130, -0.86076, -2.87174], [-3.93965, -0.48785, -2.28558], [-2.26547, -0.79486, 1.84493], [-2.35118, 0.05681, 2.94246], [-2.57880, -0.45199, 4.21818], [-2.71642, -1.81860, 4.40008], [-2.63891, -2.67638, 3.30811], [-2.42179, -2.16635, 2.03851], [1.21876, 1.15311, -1.56651], [-0.02527, 1.96792, -3.12605], [-0.89567, 3.00037, -2.77760], [-1.73255, 3.58621, -3.72034], [-1.71411, 3.13970, -5.03291], [-0.86343, 2.10320, -5.39519], [-0.03058, 1.52340, -4.44781], [3.12505, 1.62610, -2.42638], [4.02133, 2.35366, -1.64663], [5.26521, 2.72249, -2.14313], [5.63105, 2.36191, -3.43105], [4.75441, 1.62366, -4.21438], [3.51236, 1.25964, -3.71298], [1.54728, -0.86729, -3.31721], [1.76401, -1.45780, -1.66841], [-0.22911, -2.43640, -2.85664], [-0.93762, -0.84041, -2.98098], [-0.20563, -2.09397, -0.27249], [-1.75030, -2.42271, -1.06559], [-4.80736, -0.79280, 0.97036], [-6.94016, -1.43079, -0.06504], [-7.16367, -1.49843, -2.52868], [-5.23108, -0.88013, -3.95120], [-3.11187, -0.20144, -2.92705], [-2.22284, 1.12639, 2.81106], [-2.63298, 0.22005, 5.06586], [-2.87082, -2.22095, 5.39352], [-2.73145, -3.74628, 3.44841], [-2.34223, -2.84816, 1.20089], [-0.92507, 3.35235, -1.75116], [-2.39924, 4.38836, -3.42807], [-2.36381, 3.59288, -5.77148], [-0.84975, 1.74497, -6.41770], [0.61494, 0.70678, -4.75108], [3.75760, 2.62133, -0.62927], [5.94785, 3.28826, -1.52126], [6.59873, 2.64997, -3.82277], [5.03874, 1.32891, -5.21738], [2.84631, 0.68146, -4.34256], [3.12108, -4.70610, 6.63347], [2.38679, -3.85631, 5.11407], [1.64630, -4.57338, 4.18769], [1.33617, -6.42376, 4.42487], [1.10874, -3.91925, 3.07321], [0.12913, -4.83336, 1.73755], [1.28076, -2.55339, 2.88286], [0.77366, -1.89074, 1.87039], [2.03251, -1.82080, 3.84134], [2.16559, -0.50959, 3.66150], [2.58238, -2.48026, 4.92637], [3.59459, -1.43282, 6.12814], [4.96796, -2.09173, 0.52583], [3.77079, -1.02534, 0.62591], [2.89943, -0.22679, 0.66188]], "forces_ev_per_angstrom": [[0.4, 0.0, 0.3], [0.0, 0.2, 0.2], [0.0, 0.0, 0.0], [0.0, 0.0, 0.1], [0.0, 0.0, -0.1], [0.1, 0.0, 0.0], [0.0, -0.1, -0.1], [0.0, 0.0, 0.0], [0.0, 0.0, 0.0], [0.0, -0.1, 0.0], [0.0, 0.0, 0.0], [-0.2, -0.1, 0.1], [0.0, 0.0, 0.1], [0.2, 0.1, 0.1], [-0.5, -0.1, -0.3], [0.0, 0.1, -0.1], [0.0, 0.0, 0.0], [0.0, 0.0, 0.0], [0.0, 0.0, 0.0], [0.0, 0.0, 0.0], [0.0, 0.0, 0.0], [0.0, -0.1, 0.0], [0.0, 0.0, 0.0], [0.0, 0.0, 0.0], [0.0, 0.0, 0.0], [0.0, 0.0, 0.0], [0.1, 0.1, 0.0], [0.1, 0.0, -0.2], [-0.1, 0.1, 0.0], [0.0, 0.0, 0.0], [0.0, 0.0, 0.0], [0.0, 0.0, 0.0], [0.0, 0.0, 0.0], [0.0, 0.0, 0.0], [0.1, 0.0, 0.0], [0.0, 0.0, 0.0], [0.0, 0.0, 0.0], [0.0, 0.0, 0.0], [0.0, 0.0, 0.0], [0.0, 0.0, 0.0], [0.0, 0.0, 0.0], [0.0, 0.0, 0.0], [0.0, 0.0, 0.0], [0.0, -0.1, -0.1], [0.0, 0.0, 0.0], [0.0, 0.0, 0.0], [0.0, 0.0, 0.0], [0.0, 0.0, 0.0], [0.0, 0.0, 0.0], [0.0, 0.0, 0.0], [0.0, 0.0, 0.0], [0.0, 0.0, 0.0], [0.0, 0.0, 0.0], [0.0, 0.0, 0.0], [0.0, 0.0, 0.0], [0.0, 0.0, 0.0], [0.0, 0.0, 0.0], [0.0, 0.0, 0.0], [0.0, 0.0, 0.0], [0.0, 0.0, 0.0], [0.0, 0.0, 0.0], [0.0, 0.0, 0.0], [0.0, 0.0, 0.0], [0.0, 0.0, 0.0], [0.0, 0.0, 0.0], [0.0, 0.0, 0.0], [0.0, 0.0, 0.0], [0.0, 0.0, 0.0], [0.0, 0.0, 0.0], [0.0, 0.0, 0.0], [0.0, 0.0, 0.0], [0.0, 0.0, 0.0], [0.0, 0.0, 0.0], [-0.1, 0.1, 0.0], [0.0, 0.0, -0.1], [-0.1, -0.2, 0.1], [0.0, 0.0, 0.0], [0.0, 0.0, 0.0], [-0.2, 0.2, 0.0], [0.2, -0.2, 0.0], [0.0, 0.2, 0.0]], "mulliken_charge": [1.9282, -0.5041, -0.4601, -0.8629, -0.5794, -0.8230, 0.5720, 0.6566, 0.4854, 0.5910, 0.4766, -1.0829, -0.3366, -0.8526, 0.8655, 0.3516, -0.3588, -0.6862, -0.3856, -0.6701, -0.4588, 0.2103, -0.7765, -0.4438, -0.6488, -0.5056, -0.2971, -0.1032, 0.5460, -0.5992, -0.6034, -0.4516, -0.6843, -0.0501, 0.6634, -0.2709, -0.7007, -0.4147, -0.7521, -0.0879, 0.5893, 0.5397, 0.4711, -0.1255, 0.1582, 0.5732, 0.3846, 0.3773, 0.3544, 0.3995, 0.3008, 0.3320, 0.3668, 0.3584, 0.3933, 0.4234, 0.3542, 0.3893, 0.3824, 0.3866, 0.1561, 0.1726, 0.3976, 0.3506, 0.3795, 0.0865, -0.2031, 0.1179, 0.2713, -0.2064, -0.1277, -0.1419, -0.3621, 0.2772, 0.3629, -0.7802, -0.1597, -0.1560, -0.4401, 0.3395, -0.6397]}